[1]
{
  "formula": "C3H4O",
  "method": "the ωB97M-V functional and the def2-TZVPD basis",
  "species": ["C", "C", "C", "O", "H", "H", "H", "H"],
  "xyz": [[1.037596, 0.820088, 0.045302], [-0.137937, 0.295879, -0.025420], [-0.734422, -0.986331, 0.035976], [-1.432107, 0.638618, -0.019593], [1.045338, 1.841273, -0.106608], [1.952120, 0.461978, 0.137804], [-0.823732, -1.454965, -0.979325], [-0.906858, -1.616543, 0.911864]],
  "forces_ev_per_a": [[-2.434, 2.563, -0.679], [-0.118, -1.261, 1.274], [-1.428, 0.519, -1.747], [0.992, -2.653, -0.257], [0.051, 2.341, -0.032], [3.554, -2.596, 0.358], [-0.429, 0.355, 1.211], [-0.188, 0.731, -0.128]],
  "lowdin_charge": [0.08, -0.55, 0.14, 0.05, 0.05, 0.02, 0.12, 0.11],
  "de_lowest_ev": 2.430,
  "total_charge": 0,
  "orbital_gap_ha": 0.3524,
  "largest_force_ev_per_a": 4.42,
  "smiles": "C=C1CO1"
}



[2]
{
  "formula": "C14H25Br2N3O3P",
  "method": "the ωB97M-V functional and the def2-TZVPD basis",
  "species": ["C", "C", "O", "C", "C", "O", "C", "C", "N", "P", "O", "Br", "C", "C", "Br", "C", "C", "N", "H", "H", "H", "H", "H", "H", "H", "H", "H", "H", "H", "H", "H", "H", "H", "H", "H", "H", "C", "C", "C", "C", "N", "H", "H", "H", "H", "H", "H", "H"],
  "xyz": [[5.681843, -2.574373, 0.011007], [4.318853, -1.641370, 0.270610], [3.800522, -1.042515, -0.971939], [3.505814, 0.392539, -0.811047], [2.507239, 0.820922, -2.038642], [1.181103, 1.305796, -1.626625], [0.530136, 0.409928, -0.658413], [0.325727, 1.133902, 0.807223], [-0.302508, -0.020765, 1.556081], [-0.711211, 0.187699, 3.302184], [0.268054, 1.547306, 3.891909], [-2.905113, 0.762692, 3.436481], [-0.475209, -1.264709, 0.662745], [-1.077990, -2.729680, 1.085880], [0.347382, -4.149017, 1.090634], [-2.353342, -3.048158, 0.104430], [-2.309560, -4.514361, -0.629489], [0.041906, -1.018826, -0.747723], [5.768783, -3.421431, 0.833453], [5.651806, -3.135719, -1.027026], [6.679204, -1.944996, 0.089549], [3.518876, -2.377449, 0.706223], [4.615633, -0.846400, 1.083635], [4.531981, 0.974579, -0.993550], [3.148299, 0.707650, 0.257740], [2.423834, -0.104670, -2.759987], [3.028109, 1.711690, -2.630652], [0.633780, 2.216399, 1.127679], [1.206210, 1.317349, 3.575115], [-1.481641, -2.621303, 2.197500], [-2.372956, -2.234621, -0.761976], [-3.327207, -2.868390, 0.740269], [-3.385044, -4.699047, -1.098987], [-2.107687, -5.420187, 0.088332], [-1.570444, -4.458821, -1.550599], [0.085344, -1.631115, -1.591496], [-2.953273, 4.531177, -1.677513], [-3.558021, 4.375920, -0.287796], [-3.174652, 3.061573, 0.391585], [-3.702130, 1.889608, -0.321437], [-4.112044, 0.965851, -0.891330], [-3.313584, 3.756843, -2.361165], [-3.228335, 5.502288, -2.100970], [-1.860666, 4.475156, -1.637712], [-4.649696, 4.459580, -0.359289], [-3.214924, 5.208651, 0.337372], [-3.569386, 3.064347, 1.414291], [-2.083815, 2.988478, 0.473438]],
  "forces_ev_per_a": [[0.157, -0.136, 0.030], [1.254, -1.473, 0.719], [-0.141, 1.222, 2.126], [1.248, 0.768, -1.007], [2.010, -0.373, -0.585], [-1.078, -3.680, 1.940], [0.440, 3.393, 2.887], [-0.507, -6.057, -5.068], [0.879, 0.028, -4.965], [0.861, -0.377, 2.288], [-0.386, -2.362, -2.875], [1.219, 0.371, -0.493], [1.285, 1.574, -0.685], [-1.140, 1.986, 0.651], [-0.801, 1.340, -0.025], [-0.167, 0.160, -0.764], [-1.071, 0.274, -0.552], [0.094, 5.132, 5.956], [-0.393, 1.868, -1.576], [-0.075, 1.353, 2.076], [-2.184, -1.179, -0.342], [1.246, 1.557, -0.788], [-0.776, -1.359, -1.677], [-2.167, -1.120, 0.446], [0.300, -0.817, -2.011], [0.085, 1.804, 1.424], [-1.538, -1.874, 1.315], [-0.893, -2.568, -0.505], [-1.628, 0.512, 0.837], [1.171, -0.273, -2.380], [-0.029, -1.697, 1.909], [1.985, -0.542, -1.270], [2.261, 0.481, 1.012], [-0.162, 1.974, -1.455], [-1.333, -0.373, 2.146], [-0.121, 0.495, 1.239], [-0.039, 0.049, -0.109], [-0.081, 0.393, -0.322], [-0.223, 0.224, 0.279], [-0.236, -1.036, -0.511], [0.591, 1.081, 0.734], [0.054, 0.049, 0.071], [0.084, -0.166, 0.037], [-0.078, 0.009, -0.037], [0.191, -0.087, 0.126], [-0.084, -0.219, 0.040], [0.043, -0.190, -0.171], [-0.128, -0.139, -0.115]],
  "lowdin_charge": [-0.10, -0.24, -0.22, -0.18, -0.13, -0.12, -0.10, 0.04, -0.27, 0.62, -0.37, 0.29, -0.12, -0.60, 0.67, -0.26, -0.17, 0.20, 0.08, 0.09, 0.08, 0.11, 0.13, 0.15, 0.12, 0.15, 0.16, 0.15, 0.07, 0.11, 0.12, 0.13, 0.10, 0.07, 0.09, 0.18, -0.11, -0.26, -0.22, -0.24, 0.14, 0.07, 0.08, 0.07, 0.12, 0.11, 0.09, 0.10],
  "total_charge": 1,
  "orbital_gap_ha": 0.2912,
  "largest_force_ev_per_a": 7.91
}



[3]
{
  "formula": "C4H10N2O2",
  "method": "the ωB97M-V functional and the def2-TZVPD basis",
  "species": ["N", "N", "C", "C", "C", "C", "O", "O", "H", "H", "H", "H", "H", "H", "H", "H", "H", "H"],
  "xyz": [[1.626868, -1.606073, 0.847326], [1.813607, -0.268511, 0.561368], [0.587732, 0.760598, 0.815872], [-0.005606, 1.472339, -0.396517], [-0.708385, 0.482597, -1.330661], [-1.238132, -0.666817, -0.510093], [-0.825383, -1.816531, -0.585858], [-2.358242, -0.373548, 0.172958], [0.757551, -1.990765, 0.387408], [1.591121, -1.731997, 1.855928], [1.998409, -0.200381, -0.436458], [-0.170725, 0.345783, 1.483964], [1.099007, 1.494945, 1.448743], [0.793271, 1.969119, -0.953326], [-0.710034, 2.238519, -0.064615], [-1.542305, 0.979624, -1.830951], [-0.026615, 0.079705, -2.086546], [-2.682138, -1.168604, 0.621457]],
  "forces_ev_per_a": [[-1.384, -1.572, -0.174], [-1.825, 2.604, -0.506], [2.382, -0.300, 0.695], [0.424, -0.438, 0.044], [-0.053, 0.016, 0.270], [-0.654, -1.851, -1.533], [-0.432, 1.293, 0.331], [0.191, 0.497, 0.191], [1.308, 0.397, 0.976], [0.027, -0.015, -0.319], [0.171, -0.056, 0.178], [0.022, -0.493, -0.308], [-0.255, 0.156, -0.164], [-0.081, 0.109, 0.091], [0.115, -0.042, 0.096], [0.028, -0.167, -0.041], [-0.188, -0.041, 0.264], [0.204, -0.097, -0.090]],
  "lowdin_charge": [-0.06, -0.13, -0.17, -0.19, -0.10, -0.53, 0.06, 0.11, 0.05, 0.07, 0.08, 0.10, 0.09, 0.11, 0.12, 0.12, 0.13, 0.13],
  "de_lowest_ev": 2.705,
  "total_charge": 0,
  "orbital_gap_ha": 0.3293,
  "largest_force_ev_per_a": 3.22,
  "smiles": "NNCCCC(=O)O"
}



[4]
{
  "formula": "C33H25N3O4S4W",
  "method": "the ωB97M-V functional and the def2-TZVPD basis",
  "species": ["W", "C", "O", "C", "C", "C", "C", "C", "C", "N", "N", "C", "O", "C", "C", "C", "C", "C", "C", "C", "O", "H", "H", "H", "H", "H", "H", "H", "H", "H", "H", "H", "H", "S", "C", "C", "C", "C", "C", "N", "H", "H", "H", "H", "O", "C", "C", "C", "C", "C", "S", "C", "C", "C", "C", "S", "C", "C", "C", "C", "S", "H", "H", "H", "H", "H", "H", "H", "H", "H"],
  "xyz": [[-0.363683, -0.431400, 0.146233], [-4.466552, -0.908315, -0.783336], [-4.828690, 0.472521, -0.687055], [-4.209545, 1.279794, 0.187577], [-4.911607, 2.416279, 0.612337], [-4.380685, 3.330103, 1.507148], [-3.111870, 3.141728, 2.030730], [-2.367091, 2.038828, 1.605198], [-1.085593, 1.788973, 2.181184], [-0.295777, 0.791032, 1.897120], [0.847984, 0.712449, 2.688828], [1.569190, -0.264499, 2.281405], [1.117650, -0.971449, 1.207135], [2.820044, -0.719593, 2.872350], [3.287093, -0.121549, 4.043715], [4.476657, -0.557129, 4.596203], [5.194108, -1.580367, 3.986036], [4.727863, -2.177711, 2.822956], [3.536803, -1.750027, 2.260336], [-2.914217, 1.140470, 0.675148], [-2.114782, 0.128352, 0.233634], [-5.316259, -1.395587, -1.252893], [-4.314022, -1.331757, 0.212666], [-3.574269, -1.041723, -1.396571], [-5.906870, 2.552183, 0.209463], [-4.968616, 4.185485, 1.806678], [-2.693544, 3.829187, 2.752371], [-0.724357, 2.459414, 2.956913], [2.721861, 0.674591, 4.508076], [4.846925, -0.103853, 5.504437], [6.123152, -1.914805, 4.427071], [5.290036, -2.975320, 2.357851], [3.156233, -2.216042, 1.362728], [-0.573066, -2.398616, -1.152375], [-1.310311, -3.114188, 0.297868], [-1.841210, -4.376139, 0.473139], [-2.356980, -4.661166, 1.732294], [-2.327674, -3.703485, 2.743731], [-1.778157, -2.462626, 2.477438], [-1.281464, -2.199266, 1.265347], [-1.849559, -5.099190, -0.329008], [-2.782024, -5.636205, 1.927104], [-2.721918, -3.916881, 3.726122], [-1.723946, -1.679647, 3.223211], [0.255183, 0.961484, -0.849836], [0.954539, 1.054438, -2.245815], [-0.166264, 1.084216, -3.248813], [-0.008198, 1.358541, -4.577557], [-1.200019, 1.154182, -5.324398], [-2.242928, 0.754921, -4.544827], [-1.784792, 0.644281, -2.911155], [1.740228, -0.233428, -2.302754], [2.690353, -0.660113, -1.408406], [3.253268, -1.909092, -1.771969], [2.731959, -2.378911, -2.942081], [1.582923, -1.320713, -3.616043], [1.765014, 2.284458, -2.302899], [1.271943, 3.563814, -2.375761], [2.291410, 4.535603, -2.400918], [3.537343, 3.970917, -2.359292], [3.481189, 2.278915, -2.274090], [0.928850, 1.678046, -5.009593], [-1.277978, 1.310936, -6.388871], [-3.262100, 0.563545, -4.835141], [3.017105, -0.072333, -0.561299], [4.016331, -2.422633, -1.208691], [2.977525, -3.295487, -3.453436], [0.216152, 3.788383, -2.425501], [2.120750, 5.598485, -2.464189], [4.488948, 4.474692, -2.395207]],
  "forces_ev_per_a": [[0.110, 0.338, 0.510], [-0.061, -0.028, 0.081], [0.074, 0.058, -0.028], [0.033, 0.226, 0.123], [-0.014, -0.140, -0.069], [0.131, 0.018, 0.077], [-0.120, -0.051, -0.130], [0.058, -0.030, 0.056], [-0.048, -0.073, 0.132], [-0.053, 0.350, 0.181], [-0.150, -0.158, -0.052], [0.074, -0.350, -0.074], [0.215, 0.384, -0.434], [-0.119, 0.109, -0.072], [0.092, 0.019, 0.005], [-0.038, -0.008, -0.022], [0.028, 0.006, 0.043], [-0.077, 0.045, -0.036], [0.052, -0.006, 0.118], [0.092, -0.233, -0.109], [-0.075, 0.280, -0.247], [0.034, -0.001, -0.012], [0.002, -0.019, -0.032], [-0.041, -0.029, 0.021], [-0.016, 0.007, 0.007], [-0.016, 0.003, 0.001], [0.008, 0.025, 0.017], [-0.048, -0.016, 0.003], [-0.018, 0.001, -0.003], [0.011, 0.011, 0.015], [0.016, -0.013, -0.006], [0.009, -0.009, 0.005], [-0.004, -0.007, -0.044], [0.036, 0.052, -0.018], [0.071, -0.018, -0.091], [0.032, 0.101, 0.038], [0.014, 0.071, 0.051], [0.024, 0.003, -0.049], [-0.029, -0.242, -0.108], [-0.037, 0.365, 0.229], [0.002, -0.008, -0.014], [-0.011, -0.019, 0.006], [-0.012, -0.020, 0.003], [0.013, 0.015, -0.034], [-0.358, -1.090, 0.076], [0.053, -0.177, -0.301], [0.060, 0.207, -0.153], [-0.061, -0.032, 0.012], [-0.013, -0.002, 0.069], [0.134, 0.136, -0.188], [-0.130, -0.175, 0.297], [0.136, 0.149, 0.010], [0.034, -0.024, -0.007], [-0.127, 0.053, -0.047], [0.076, -0.025, 0.048], [-0.158, -0.085, -0.057], [-0.052, 0.087, 0.208], [0.028, -0.032, -0.049], [0.082, -0.043, 0.004], [-0.067, 0.072, -0.005], [0.110, -0.019, 0.022], [0.035, 0.007, -0.007], [0.000, 0.001, -0.029], [-0.041, 0.006, -0.012], [-0.058, -0.046, 0.072], [0.042, -0.011, 0.021], [0.030, -0.017, -0.020], [-0.031, -0.002, 0.004], [-0.005, 0.034, -0.005], [0.041, 0.021, 0.002]],
  "lowdin_charge": [1.76, -0.03, -0.04, -0.21, 0.07, -0.02, 0.01, -0.13, 0.03, -0.11, 0.14, -0.33, -0.24, -0.16, -0.01, -0.04, -0.04, -0.05, -0.02, -0.18, -0.29, 0.11, 0.10, 0.05, 0.14, 0.13, 0.13, 0.16, 0.12, 0.12, 0.12, 0.12, 0.11, 0.76, -0.65, -0.03, 0.00, -0.01, -0.07, -0.13, 0.13, 0.13, 0.12, 0.13, -0.29, -0.43, -0.53, -0.11, -0.13, -0.35, 1.06, -0.56, -0.18, -0.15, -0.36, 1.09, -0.48, -0.08, -0.14, -0.37, 1.12, 0.14, 0.12, 0.08, 0.11, 0.11, 0.09, 0.13, 0.12, 0.08],
  "de_lowest_ev": 0.397,
  "total_charge": 2,
  "orbital_gap_ha": 0.2043,
  "largest_force_ev_per_a": 1.15
}



[5]
{
  "formula": "C8H15NO3Si",
  "method": "the ωB97M-V functional and the def2-TZVPD basis",
  "species": ["C", "C", "C", "C", "C", "C", "C", "C", "N", "O", "O", "O", "Si", "H", "H", "H", "H", "H", "H", "H", "H", "H", "H", "H", "H", "H", "H", "H"],
  "xyz": [[3.559583, -1.471942, -1.149131], [2.164925, -1.847770, -0.943391], [3.626742, -0.119215, -0.936878], [1.488348, -0.671274, -0.632465], [2.112854, 1.675488, -0.042629], [-2.576161, 0.825329, -2.081987], [-2.229065, -2.523265, 1.051967], [-1.247198, 1.723638, 2.443332], [2.392245, 0.365931, -0.520912], [-2.605030, 0.012833, -0.917732], [-2.065500, -1.204659, 1.343757], [-1.754405, 1.400880, 1.208985], [-1.621881, 0.007549, 0.351284], [4.219506, -2.236444, -1.394584], [1.658466, -2.744369, -0.979234], [4.579387, 0.546805, -0.872313], [1.334481, 1.750239, 0.629120], [3.014909, 2.060655, 0.460720], [1.768111, 2.180323, -1.008052], [-3.150873, 0.294865, -2.774811], [-1.592771, 1.261591, -2.427295], [-3.134541, 1.843148, -2.035264], [-1.571390, -2.635127, 0.108415], [-3.291920, -2.864295, 0.804751], [-1.735134, -3.252206, 1.852226], [-1.408773, 0.812693, 3.248683], [-1.788559, 2.703006, 2.687738], [-0.146356, 2.105592, 2.525700]],
  "forces_ev_per_a": [[-3.196, 0.353, 0.501], [0.392, 3.341, 0.228], [2.262, 1.247, 0.969], [-0.253, 0.114, 0.884], [1.398, 1.078, -3.177], [-0.008, 3.332, 0.292], [1.771, -3.535, -1.716], [0.597, 0.890, 3.455], [-0.027, -2.470, -0.244], [0.293, 0.758, -0.395], [-0.285, 2.195, 1.203], [0.437, -0.941, -1.842], [1.108, -0.218, 0.690], [1.648, -0.494, -0.482], [-0.476, -1.945, -0.332], [-2.070, -1.227, -0.232], [-1.763, -0.464, 1.462], [-0.356, 0.296, -0.674], [0.751, 0.587, 1.600], [-0.142, -0.857, -1.598], [-0.523, -1.567, 0.352], [0.361, -1.641, 0.946], [-1.200, -0.938, 1.099], [1.334, 0.744, 0.543], [-1.245, 1.734, -1.404], [0.320, 2.542, -1.869], [0.386, -1.641, 0.465], [-1.511, -1.272, -0.726]],
  "lowdin_charge": [-0.11, -0.13, -0.14, -0.04, -0.06, -0.13, -0.19, -0.20, -0.23, -0.19, -0.23, -0.23, 0.48, 0.06, 0.04, 0.14, 0.02, 0.10, 0.12, 0.06, 0.10, 0.11, 0.09, 0.10, 0.12, 0.14, 0.10, 0.09],
  "de_lowest_ev": 5.010,
  "total_charge": 0,
  "orbital_gap_ha": [0.2616, 0.2721],
  "largest_force_ev_per_a": 4.31
}



[6]
{
  "formula": "C3H7BrS",
  "method": "the ωB97M-V functional and the def2-TZVPD basis",
  "species": ["C", "S", "C", "C", "Br", "H", "H", "H", "H", "H", "H", "H"],
  "xyz": [[-2.111592, 0.014783, 0.720485], [-0.401168, -0.061904, 1.253953], [0.606987, -0.012263, -0.582500], [2.047505, -0.329239, -0.210099], [0.186520, 1.826578, -1.315887], [-2.610143, -0.837185, 0.306752], [-2.393964, 0.690583, -0.057794], [-2.647503, 0.358557, 1.485398], [0.073427, -0.593252, -1.190799], [2.505377, 0.293621, 0.465587], [2.096298, -1.283728, 0.158040], [2.648256, -0.066553, -1.033136]],
  "forces_ev_per_a": [[1.222, -0.855, -2.856], [1.003, -0.206, -2.813], [0.214, 3.686, 5.590], [-2.017, 1.659, -2.213], [0.705, -1.062, 0.311], [0.313, -1.427, 0.364], [0.870, 1.257, -0.657], [-2.112, 1.122, 3.511], [-1.608, -2.637, -2.314], [0.159, 1.769, 2.305], [0.354, -2.573, 0.405], [0.897, -0.734, -1.632]],
  "lowdin_charge": [-0.48, 0.72, -0.76, -0.18, 0.55, 0.03, 0.02, -0.03, -0.02, 0.05, 0.05, 0.06],
  "de_lowest_ev": 1.778,
  "total_charge": 0,
  "orbital_gap_ha": 0.3491,
  "largest_force_ev_per_a": 6.70,
  "smiles": "CS[C@H](C)Br"
}